No. 1
{
  "formula": "C11H19N2O2",
  "method": "ωB97M-V/def2-TZVPD",
  "e_tot_ev": -18777.497,
  "homo_ev": [-11.2, -10.9],
  "charge": 1,
  "lumo_ha": [-0.161, -0.166],
  "e_above_lowest_kcal_mol": 176.9,
  "elements": ["C", "C", "C", "C", "C", "C", "C", "C", "C", "C", "C", "N", "N", "O", "O", "H", "H", "H", "H", "H", "H", "H", "H", "H", "H", "H", "H", "H", "H", "H", "H", "H", "H", "H"],
  "coordinates": [[-0.24343, 2.47187, -0.14443], [0.97532, 1.83975, -0.52715], [2.11870, 2.57155, -0.38616], [1.02963, 0.48618, -1.13564], [-1.59081, -0.53937, 0.22869], [-0.03780, -0.87211, 0.71156], [1.52292, 0.53563, -2.51465], [-2.02162, -1.59265, -0.81874], [-2.40310, -0.45587, 1.48384], [0.14468, -2.37681, 0.97176], [0.33288, -0.01441, 1.93180], [-1.53816, 0.62868, -0.49317], [0.77632, -0.58145, -0.47500], [3.35292, 2.15081, -0.61704], [-1.30471, 1.79491, 0.11725], [-0.24643, 3.50978, 0.11816], [2.04961, 3.52292, 0.13140], [0.78531, 0.74665, -3.26859], [1.98608, -0.41553, -2.93153], [2.42232, 1.27412, -2.66355], [-3.09625, -1.38879, -1.01819], [-1.69656, -2.55646, -0.40075], [-1.50983, -1.31638, -1.72571], [-2.19386, 0.37220, 2.21695], [-2.42100, -1.37527, 1.84956], [-3.36953, -0.16245, 1.16450], [1.16202, -2.52791, 1.23128], [-0.08086, -3.14179, 0.26417], [-0.40725, -2.65709, 1.90051], [-0.27211, 0.76322, 2.02477], [1.44426, 0.15215, 1.74252], [0.20409, -0.63705, 2.90113], [0.82993, -1.46433, -1.01331], [3.29633, 1.25532, -0.85624]]
}


No. 2
{
  "formula": "C11H19N5O9PtS",
  "method": "ωB97M-V/def2-TZVPD",
  "e_tot_ev": -51670.711,
  "homo_ev": [-8.0, -10.0],
  "lumo_ha": [0.007, -0.095],
  "e_above_lowest_kcal_mol": 0.0,
  "spin_multiplicity": 5,
  "elements": ["Pt", "O", "C", "C", "N", "C", "C", "O", "O", "C", "C", "O", "O", "H", "H", "H", "H", "H", "H", "H", "H", "H", "C", "C", "C", "C", "N", "C", "N", "N", "N", "H", "H", "H", "H", "H", "H", "H", "H", "H", "H", "O", "S", "O", "O", "O"],
  "coordinates": [[0.43402, 1.03641, -1.07188], [2.46611, 1.35215, -0.07007], [2.77576, 2.74766, -0.11401], [1.62566, 3.49051, 0.52535], [0.37395, 3.26301, -0.21741], [0.26911, 3.95597, -1.44875], [-1.88003, 1.67974, -3.57871], [-2.31763, 2.74919, -3.65574], [-1.44447, 0.60727, -3.51632], [-0.84550, 3.33396, 0.58926], [-1.96121, 2.48157, -0.01265], [-3.11945, 2.75409, 0.16145], [-1.55206, 1.41491, -0.67067], [3.06235, 0.88458, -0.75106], [2.93707, 3.05353, -1.14986], [3.69256, 2.92960, 0.44944], [1.84501, 4.56091, 0.58105], [1.48223, 3.10903, 1.53623], [1.14334, 4.01280, -2.07513], [-0.72077, 4.10582, -1.85079], [-1.20016, 4.36036, 0.69744], [-0.63791, 2.92060, 1.57737], [-2.48887, -3.73736, 2.47151], [-1.28694, -4.36982, 1.77794], [-1.49654, -4.45710, 0.26941], [0.01682, -3.65261, 2.13232], [0.03448, -2.25807, 1.69744], [0.35176, -1.73584, 0.51597], [0.13712, -0.44488, 0.59478], [-0.31425, -0.18189, 1.83312], [-0.37905, -1.26615, 2.50420], [-3.38595, -4.32581, 2.27932], [-2.67255, -2.72692, 2.10139], [-2.34538, -3.67642, 3.55108], [-1.15487, -5.38480, 2.16593], [-1.68470, -3.47202, -0.16415], [-2.36634, -5.07362, 0.04414], [-0.63510, -4.89772, -0.23689], [0.87057, -4.14219, 1.66411], [0.17418, -3.63146, 3.20908], [0.73187, -2.25680, -0.34659], [1.39178, -0.68724, -2.00435], [2.35324, 0.14612, -2.86928], [3.60425, 0.29548, -2.11336], [1.62265, 1.50269, -2.82417], [2.49381, -0.36924, -4.18747]]
}


No. 3
{
  "formula": "C11H19NO",
  "method": "ωB97M-V/def2-TZVPD",
  "e_tot_ev": -15245.548,
  "homo_ev": [-7.1, -7.9],
  "lumo_ha": [0.014, 0.025],
  "e_above_lowest_kcal_mol": 110.1,
  "elements": ["C", "C", "C", "C", "C", "C", "C", "C", "C", "C", "C", "N", "O", "H", "H", "H", "H", "H", "H", "H", "H", "H", "H", "H", "H", "H", "H", "H", "H", "H", "H", "H"],
  "coordinates": [[-0.94084, -0.91770, 1.38654], [-1.53467, 0.51786, 1.19833], [-1.39587, -0.67035, -0.87951], [-0.44081, -1.35292, 0.07127], [-1.55737, 0.66354, -0.28896], [1.09968, -1.02871, -0.17696], [1.09359, 0.46801, -0.37116], [-2.10653, 1.81572, -1.04330], [1.55440, -1.78867, -1.44696], [1.85933, -1.32122, 1.12512], [1.73037, 2.59111, 0.40133], [2.15791, 1.31062, -0.00480], [1.84548, 1.09414, -1.38232], [-0.45948, -1.06336, 2.37243], [-1.87014, -1.44482, 1.50334], [-2.61527, 0.56843, 1.42755], [-0.92099, 1.30093, 1.70251], [-0.96295, -0.59081, -1.97978], [-2.43881, -1.12106, -0.95172], [-0.55809, -2.45308, 0.04605], [-1.43382, 2.54625, -1.40012], [-2.91513, 2.38947, -0.47326], [-2.62005, 1.38131, -1.91781], [0.67002, -2.13044, -1.85683], [2.04373, -2.57015, -1.03811], [2.04100, -1.09538, -2.03434], [1.64150, -0.42546, 1.77769], [3.01695, -1.30108, 1.06105], [1.48236, -2.24581, 1.42637], [2.25072, 2.95822, 1.30575], [2.05180, 3.18208, -0.51334], [0.62032, 2.53551, 0.57191]]
}


No. 4
{
  "formula": "C11H19NO2P",
  "method": "ωB97M-V/def2-TZVPD",
  "e_tot_ev": -26580.900,
  "homo_ev": -12.3,
  "charge": 1,
  "lumo_ha": -0.092,
  "e_above_lowest_kcal_mol": 0.0,
  "elements": ["C", "C", "C", "C", "C", "C", "C", "C", "C", "C", "C", "N", "O", "O", "P", "H", "H", "H", "H", "H", "H", "H", "H", "H", "H", "H", "H", "H", "H", "H", "H", "H", "H", "H"],
  "coordinates": [[4.12030, 0.76072, 0.34825], [4.04039, -0.36382, -0.50711], [2.94209, 1.17299, 1.01825], [2.78989, -0.88378, -0.80618], [1.70489, 0.53528, 0.82034], [1.63372, -0.46326, -0.11681], [-1.80417, 1.26928, 2.22538], [-3.01890, 0.17434, -2.06883], [-0.75150, 1.83982, -0.80467], [-0.23454, -2.38797, 0.26599], [0.35882, -1.16130, -0.45539], [-1.72757, -2.22167, 0.39336], [-1.42987, 0.12538, 1.43239], [-2.70681, -0.04950, -0.69084], [-1.26570, 0.13061, -0.09637], [4.98816, 1.23441, 0.51413], [4.94496, -0.95489, -0.89679], [3.01319, 1.98952, 1.62185], [2.82683, -1.80859, -1.37169], [0.79215, 0.90903, 1.23231], [-2.37887, 0.93061, 3.13811], [-2.44136, 1.90488, 1.55232], [-1.06102, 1.99089, 2.31856], [-3.56587, -0.60515, -2.40892], [-2.10824, 0.49506, -2.61664], [-3.62933, 1.07187, -2.01116], [-0.00130, 2.21658, -0.10941], [-1.82745, 2.27874, -0.84731], [-0.25720, 1.48015, -1.70703], [0.18739, -3.34827, -0.07443], [0.08709, -2.24409, 1.38456], [0.35804, -1.19961, -1.51776], [-2.23202, -2.46895, 1.27008], [-2.34621, -2.34934, -0.42852]]
}


No. 5
{
  "formula": "C11H19NOTi",
  "method": "ωB97M-V/def2-TZVPD",
  "e_tot_ev": -38362.066,
  "homo_ev": [2.8, 0.9],
  "charge": -2,
  "lumo_ha": [0.203, 0.202],
  "spin_multiplicity": 3,
  "elements": ["C", "C", "C", "C", "C", "Ti", "N", "C", "C", "H", "H", "H", "H", "H", "H", "H", "H", "H", "H", "C", "C", "C", "C", "O", "H", "H", "H", "H", "H", "H", "H", "H", "H"],
  "coordinates": [[-0.52089, 0.71589, -2.96647], [0.87943, 0.89576, -2.72092], [1.04716, 1.66462, -1.54114], [-0.23736, 2.01828, -1.03909], [-1.23061, 1.45191, -1.91738], [-0.89306, -0.49849, -0.99813], [-2.75958, -0.22019, -0.68560], [0.32744, -2.15044, -1.75366], [1.66894, -1.82124, -1.74009], [2.00424, 2.00161, -1.12870], [1.69025, 0.52642, -3.34771], [-0.43418, 2.73559, -0.23504], [-2.28497, 1.73615, -1.94381], [-0.97211, 0.34504, -3.88679], [2.21941, -1.45785, -2.61009], [-0.14823, -2.79879, -0.94631], [-3.07857, -1.13611, -1.12670], [2.29132, -1.95608, -0.85699], [-0.32974, -2.08001, -2.68922], [1.29637, -0.68047, 2.62883], [0.06414, -0.05390, 2.00265], [-1.20199, -0.68686, 2.52913], [0.08110, 1.40613, 2.39409], [-0.01724, -0.26694, 0.59252], [1.20981, -0.63504, 3.71679], [2.21854, -0.14636, 2.38130], [1.42107, -1.73310, 2.36826], [-1.22649, -0.63702, 3.61025], [-2.06194, -0.16319, 2.10522], [-1.25828, -1.72978, 2.20890], [1.00506, 1.92723, 2.12754], [-0.76771, 1.95876, 1.98561], [-0.00132, 1.46844, 3.48272]]
}


No. 6
{
  "formula": "C11H19NSi",
  "method": "ωB97M-V/def2-TZVPD",
  "e_tot_ev": -21078.005,
  "homo_ev": -7.5,
  "lumo_ha": 0.022,
  "e_above_lowest_kcal_mol": 121.3,
  "elements": ["C", "C", "C", "C", "C", "C", "C", "C", "C", "C", "C", "N", "Si", "H", "H", "H", "H", "H", "H", "H", "H", "H", "H", "H", "H", "H", "H", "H", "H", "H", "H", "H"],
  "coordinates": [[-1.73674, 1.06230, 0.19959], [-1.90485, -0.39313, -0.25745], [-0.52659, 1.62707, 0.16915], [-0.91414, -1.32192, -0.22243], [0.98694, 0.14012, -0.27214], [-2.95488, 1.89412, 0.64554], [-3.35689, -0.87654, -0.53645], [0.03676, 2.87111, 0.76494], [-1.03950, -2.79534, -0.30267], [3.61923, -0.44267, -1.91344], [3.18351, -0.90648, 1.19366], [0.39759, -0.96132, -0.21717], [2.87853, 0.30015, -0.18590], [-2.86488, 2.70274, -0.01406], [-3.97689, 1.49142, 0.55149], [-2.95098, 2.14929, 1.74688], [-3.64953, -0.24459, -1.36924], [-3.25949, -1.87629, -0.64236], [-3.95459, -0.63189, 0.42550], [0.68813, 2.51950, 1.56386], [0.48820, 3.54496, 0.13932], [-0.81591, 3.36081, 1.12608], [0.01869, -3.19709, -0.18424], [-1.39818, -3.27419, 0.61145], [-1.47497, -3.14161, -1.17122], [4.66013, -0.64408, -1.66874], [3.18395, -1.45300, -2.25911], [3.47348, 0.36053, -2.65525], [3.32310, -2.00729, 0.89480], [3.92670, -0.66347, 1.89902], [2.23339, -0.69119, 1.76154], [3.68069, 1.49796, 0.17906]]
}


No. 7
{
  "formula": "C11H20BrInO5PS",
  "method": "ωB97M-V/def2-TZVPD",
  "e_tot_ev": -117311.194,
  "homo_ev": -4.2,
  "charge": -1,
  "lumo_ha": 0.080,
  "elements": ["C", "C", "C", "C", "C", "C", "In", "O", "P", "O", "Br", "C", "C", "H", "H", "H", "H", "H", "H", "H", "H", "H", "H", "H", "H", "O", "S", "O", "O", "C", "C", "C", "H", "H", "H", "H", "H", "H", "H", "H"],
  "coordinates": [[5.78447, -2.99998, 1.76051], [4.57675, -2.46813, 1.03608], [4.50098, -2.41858, -0.35038], [3.36284, -1.95803, -1.00734], [2.25408, -1.53454, -0.27704], [1.00455, -1.06613, -0.93017], [-0.44910, -2.77661, -0.86649], [-0.00887, -3.81974, 0.88400], [-2.87627, -1.96402, -0.79728], [-3.02033, -0.93947, 0.53176], [-3.97857, -3.81420, -0.01871], [2.33046, -1.58302, 1.12282], [3.46954, -2.03417, 1.76773], [5.85991, -2.50524, 2.72566], [5.67245, -4.06061, 1.97208], [6.70683, -2.83702, 1.21258], [5.35558, -2.74819, -0.92620], [3.33620, -1.93375, -2.08500], [1.17781, -0.73720, -1.94850], [0.55318, -0.26972, -0.34812], [-0.26792, -3.88906, -2.24064], [-0.26464, -4.72605, 0.70104], [-2.66965, -1.43042, 1.28445], [1.47676, -1.28002, 1.70628], [3.49467, -2.06281, 2.84707], [-2.33822, 3.67458, -2.41738], [-2.70624, 4.54228, -1.34276], [-1.70430, 5.07693, -0.47282], [-3.85202, 3.86103, -0.48829], [-3.63690, 2.51725, 0.02118], [-2.68078, 2.47318, 1.19257], [-3.67239, 5.87534, -1.97078], [-3.30830, 1.86482, -0.78768], [-4.62307, 2.18019, 0.33136], [-1.67036, 2.74894, 0.89367], [-2.65030, 1.46266, 1.59644], [-2.99421, 3.16673, 1.97460], [-4.45042, 5.47489, -2.61425], [-2.99846, 6.51352, -2.53773], [-4.09577, 6.42437, -1.13430]]
}


Please write out number 2 again, unchanged.
{
  "formula": "C11H19N5O9PtS",
  "method": "ωB97M-V/def2-TZVPD",
  "e_tot_ev": -51670.711,
  "homo_ev": [-8.0, -10.0],
  "lumo_ha": [0.007, -0.095],
  "e_above_lowest_kcal_mol": 0.0,
  "spin_multiplicity": 5,
  "elements": ["Pt", "O", "C", "C", "N", "C", "C", "O", "O", "C", "C", "O", "O", "H", "H", "H", "H", "H", "H", "H", "H", "H", "C", "C", "C", "C", "N", "C", "N", "N", "N", "H", "H", "H", "H", "H", "H", "H", "H", "H", "H", "O", "S", "O", "O", "O"],
  "coordinates": [[0.43402, 1.03641, -1.07188], [2.46611, 1.35215, -0.07007], [2.77576, 2.74766, -0.11401], [1.62566, 3.49051, 0.52535], [0.37395, 3.26301, -0.21741], [0.26911, 3.95597, -1.44875], [-1.88003, 1.67974, -3.57871], [-2.31763, 2.74919, -3.65574], [-1.44447, 0.60727, -3.51632], [-0.84550, 3.33396, 0.58926], [-1.96121, 2.48157, -0.01265], [-3.11945, 2.75409, 0.16145], [-1.55206, 1.41491, -0.67067], [3.06235, 0.88458, -0.75106], [2.93707, 3.05353, -1.14986], [3.69256, 2.92960, 0.44944], [1.84501, 4.56091, 0.58105], [1.48223, 3.10903, 1.53623], [1.14334, 4.01280, -2.07513], [-0.72077, 4.10582, -1.85079], [-1.20016, 4.36036, 0.69744], [-0.63791, 2.92060, 1.57737], [-2.48887, -3.73736, 2.47151], [-1.28694, -4.36982, 1.77794], [-1.49654, -4.45710, 0.26941], [0.01682, -3.65261, 2.13232], [0.03448, -2.25807, 1.69744], [0.35176, -1.73584, 0.51597], [0.13712, -0.44488, 0.59478], [-0.31425, -0.18189, 1.83312], [-0.37905, -1.26615, 2.50420], [-3.38595, -4.32581, 2.27932], [-2.67255, -2.72692, 2.10139], [-2.34538, -3.67642, 3.55108], [-1.15487, -5.38480, 2.16593], [-1.68470, -3.47202, -0.16415], [-2.36634, -5.07362, 0.04414], [-0.63510, -4.89772, -0.23689], [0.87057, -4.14219, 1.66411], [0.17418, -3.63146, 3.20908], [0.73187, -2.25680, -0.34659], [1.39178, -0.68724, -2.00435], [2.35324, 0.14612, -2.86928], [3.60425, 0.29548, -2.11336], [1.62265, 1.50269, -2.82417], [2.49381, -0.36924, -4.18747]]
}